1.
{
  "formula": "C4H35O14S2",
  "method": "wB97M-V/def2-TZVPD",
  "total_charge": -1,
  "gap_ev": 8.6887,
  "lumo_energy_ev": 2.46,
  "fmax_ev_per_a": 2.50,
  "symbols": ["H", "H", "H", "H", "H", "H", "O", "H", "C", "H", "C", "O", "O", "S", "H", "H", "S", "H", "O", "O", "H", "C", "H", "H", "H", "O", "H", "O", "H", "H", "C", "O", "H", "O", "H", "H", "O", "H", "H", "H", "H", "O", "H", "H", "H", "H", "O", "H", "H", "H", "H", "H", "O", "H", "O"],
  "coordinates": [[1.009, -2.739, -3.078], [0.595, -0.626, 4.336], [4.589, -0.409, -2.989], [-1.784, 1.286, 1.030], [3.596, 0.642, -2.582], [-1.320, -0.170, 3.806], [-3.706, -2.641, 2.082], [3.529, 1.463, -0.676], [-1.330, 1.222, 0.035], [-0.195, 1.555, 3.497], [-1.021, -0.224, -0.340], [2.143, -0.177, 2.716], [-2.539, -3.715, -0.003], [-1.578, 2.527, -2.800], [1.598, 0.614, 2.564], [1.273, -0.571, -5.226], [-2.491, 1.931, -1.150], [1.896, 2.689, 0.457], [2.887, 0.915, -0.204], [-4.871, -1.187, -0.211], [-0.545, -0.277, -1.315], [-0.047, -1.026, 0.538], [0.129, 4.147, -3.144], [0.364, 3.382, -1.586], [-3.390, -2.929, 2.941], [-0.023, -1.370, 4.319], [2.594, -0.327, 1.879], [4.541, 0.535, -2.815], [-2.370, 0.118, 2.829], [-3.205, -3.164, 1.401], [-0.393, 3.795, -2.250], [-0.186, -2.385, 0.192], [1.411, -1.485, -2.269], [1.624, 3.263, 1.196], [-0.503, -1.006, 1.541], [-1.952, -2.971, -0.226], [1.854, -1.227, -4.825], [0.295, -2.596, -0.647], [-0.785, 4.652, -1.699], [-0.488, 1.891, 0.232], [2.401, 0.515, -1.030], [-1.728, 0.605, 3.366], [-2.185, -4.432, -0.536], [0.969, -0.661, 0.594], [-4.610, -1.578, 0.637], [0.821, 2.560, 2.581], [0.640, 2.037, 3.376], [1.973, -0.800, -3.914], [0.284, -1.881, 3.563], [-1.990, -0.719, -0.324], [-4.182, -0.556, -0.438], [1.049, 0.459, -2.453], [1.847, -0.080, -2.440], [2.411, 3.619, 1.612], [1.092, -2.492, -2.149]],
  "atomic_forces_ev_per_a": [[-0.11, -0.24, 0.10], [0.31, -0.18, -0.07], [0.03, -0.01, -0.03], [-0.59, -0.13, -0.34], [0.11, -0.32, -0.47], [0.30, 0.18, 0.17], [0.23, -0.03, -0.30], [0.36, -0.17, 0.35], [0.74, -0.21, 0.36], [-0.08, 0.88, -1.12], [1.20, 0.46, 0.14], [0.08, -0.17, -0.10], [-0.06, -0.04, -0.63], [1.34, 0.28, -0.73], [0.19, 0.07, 0.37], [0.03, -0.18, -0.23], [-1.38, 0.41, 1.57], [0.34, -0.24, 0.45], [-0.83, 0.26, -1.09], [-0.12, 0.01, 0.09], [-0.58, 0.10, -0.54], [-2.29, -0.06, 1.01], [-0.15, -0.05, 0.01], [0.02, -0.37, -0.09], [0.03, -0.01, 0.01], [-0.23, 0.12, 0.27], [0.12, 0.06, -0.03], [-0.07, 0.26, 0.17], [-0.15, 0.49, -0.16], [-0.39, 0.14, 0.53], [0.34, 0.24, 0.17], [0.62, -0.64, -0.41], [-0.33, -1.02, 0.62], [-0.40, 0.30, -0.41], [0.63, 0.30, 0.08], [0.34, -0.11, 0.32], [-0.04, 0.46, 0.61], [-0.05, 0.39, 0.10], [-0.55, -0.12, -0.28], [0.33, -0.12, -0.67], [0.40, -0.08, 0.88], [-0.53, -0.97, 0.13], [-0.11, -0.12, 0.17], [0.13, 0.05, -0.36], [0.04, 0.05, -0.09], [-0.89, -0.25, -0.33], [0.73, -0.42, 1.34], [0.01, -0.27, -0.75], [0.14, 0.01, -0.15], [0.12, -0.40, -0.27], [0.00, 0.01, 0.00], [-0.05, 0.01, -0.26], [0.03, 0.54, 0.53], [0.26, -0.13, -0.16], [0.44, 0.99, -0.49]]
}

2.
{
  "formula": "C4H36N2O14",
  "method": "wB97M-V/def2-TZVPD",
  "total_charge": -1,
  "gap_ev": [2.9398, 6.5549],
  "multiplicity": 2,
  "lumo_energy_ev": [2.24, 2.21],
  "fmax_ev_per_a": 2.33,
  "symbols": ["H", "H", "O", "H", "H", "H", "H", "H", "H", "H", "H", "H", "C", "H", "O", "H", "N", "O", "H", "O", "H", "H", "H", "H", "O", "O", "O", "H", "C", "C", "H", "H", "H", "H", "H", "O", "H", "O", "H", "H", "H", "H", "O", "H", "O", "O", "H", "C", "H", "O", "N", "H", "H", "H", "H", "O"],
  "coordinates": [[1.880, 3.695, 2.333], [-2.472, 1.499, 0.122], [-1.804, 2.723, -2.646], [0.798, -1.117, 4.006], [1.293, 0.984, -2.708], [3.419, 1.732, 1.881], [-2.637, 0.214, -3.727], [2.235, -2.687, 0.223], [-0.783, -0.861, 4.173], [-0.262, -0.934, -4.208], [-2.502, -3.608, -0.225], [0.888, 2.860, 2.966], [1.095, 1.329, -1.692], [1.055, -1.858, 2.108], [3.564, 0.811, 1.632], [2.621, -1.131, 0.145], [2.312, 1.047, -0.944], [-3.141, -3.205, -0.825], [-0.454, -1.837, -0.924], [1.927, -1.789, 0.089], [-1.596, 2.656, 1.023], [-0.749, -1.104, 0.839], [0.422, 1.444, 0.571], [0.806, 2.372, -1.536], [-1.701, 0.156, 2.211], [-1.707, 0.267, -3.995], [-0.670, -2.620, -1.462], [1.061, -1.375, -3.370], [-0.971, -0.088, 1.192], [-0.551, 1.041, 0.244], [-1.555, 3.624, -2.884], [3.211, -0.678, -1.899], [-0.318, 1.233, 4.737], [-4.664, -0.767, 0.539], [-3.660, -1.714, -0.140], [-3.732, -0.843, 0.313], [-0.258, -2.516, -2.332], [0.091, -0.744, 4.558], [-1.024, 0.531, -1.763], [3.150, -0.492, -3.380], [-1.560, 1.060, -3.427], [2.415, -1.382, 2.503], [1.493, 2.821, 2.202], [0.299, -0.444, -1.006], [1.740, -2.008, 2.785], [3.294, -1.187, -2.727], [2.872, 1.842, -0.695], [-0.134, 0.539, -1.160], [-0.953, 1.608, 3.440], [-0.574, 2.023, 4.239], [-1.625, 2.047, 0.228], [-1.799, 2.827, -1.657], [-2.572, -3.142, -1.605], [4.461, 0.607, 1.913], [2.231, 0.472, -0.127], [0.441, -1.593, -4.072]],
  "atomic_forces_ev_per_a": [[0.31, 0.13, -0.51], [-0.29, 0.29, 0.76], [-0.01, 1.00, 0.78], [-0.58, -0.14, -0.32], [-0.35, 0.80, -0.39], [-0.55, -0.09, 0.15], [-0.08, -0.85, -0.53], [0.51, 0.15, 0.04], [0.23, -0.05, -0.82], [0.30, 0.13, 0.70], [-0.14, 0.16, 0.28], [-0.43, -1.11, 0.08], [-1.11, -0.34, 0.45], [0.01, 0.09, 0.05], [0.50, -0.27, 0.05], [0.60, -0.54, 0.20], [0.67, -0.57, -0.30], [-0.24, -0.90, -0.20], [-0.22, -0.45, -0.40], [-0.88, 0.05, -0.51], [-0.37, -0.28, 0.46], [-0.16, -0.28, 0.12], [-0.70, 0.81, 0.60], [0.31, 0.22, -0.82], [0.09, 0.21, 0.87], [-0.83, 0.98, 0.72], [0.17, -0.43, -0.08], [-0.04, 0.51, 0.01], [0.79, 0.20, -0.82], [0.81, -0.95, 0.55], [0.00, -0.18, -0.57], [-0.14, 0.03, -0.20], [0.28, -0.14, -0.09], [0.04, 0.06, 0.09], [0.21, 0.46, 0.20], [-0.52, -0.18, -0.40], [0.03, 0.29, 0.10], [0.07, 0.34, 1.37], [0.25, -0.27, -0.53], [0.12, -0.12, -0.12], [0.82, 0.00, -0.67], [0.07, 0.16, 0.03], [0.25, 1.00, 0.65], [-0.31, -0.27, -0.11], [0.02, -0.13, 0.08], [-0.09, 0.24, 0.08], [-0.16, 0.21, 0.03], [0.78, 0.34, 1.46], [-0.30, -0.34, -0.19], [0.08, 0.44, -0.16], [0.86, 0.35, -2.14], [0.02, -0.95, 0.06], [0.03, 0.46, 0.02], [0.00, 0.02, 0.00], [-0.64, 0.44, 0.39], [-0.07, -0.74, -0.54]]
}

Q: Number 2 is which compound?
A: C4H36N2O14

Q: What is the formula in the second record?
A: C4H36N2O14